1.
49
Properties=species:S:1:pos:R:3:forces:R:3 method="wB97M-V/def2-TZVPD" homo_ev=-10.48 lumo_energy_ev=-4.9 homo_lumo_gap_ha=0.204 energy_ev=-45789.866 charge=+1 e_above_lowest_kcal_mol=9.4
C -4.031097 -0.018868 1.509363 0.43 0.03 0.04
C -3.331954 1.190117 1.644485 0.12 -0.13 -0.06
C -1.941370 1.190466 1.684339 -0.12 -0.07 0.03
C -1.226409 -0.021070 1.602114 -0.37 0.02 -0.14
C 0.232516 -0.017424 1.604313 0.32 -0.02 -0.33
S 1.000136 -1.535937 1.504642 -0.02 0.27 0.47
C 2.765768 -1.222144 1.808942 -0.16 -0.32 -0.30
C 3.270411 -0.016927 1.039844 0.00 0.01 0.39
C 2.766095 1.233727 1.729575 -0.14 0.28 -0.24
S 0.986480 1.505417 1.465806 -0.06 -0.26 0.38
C -1.938012 -1.232764 1.489296 -0.15 0.07 0.03
C -3.328765 -1.231008 1.440750 0.18 0.11 0.01
H -5.118370 -0.015917 1.455463 0.25 0.00 0.05
H -3.863330 2.141064 1.712577 0.11 -0.36 -0.03
H -1.395564 2.132027 1.784303 -0.36 -0.30 0.03
H 2.879398 -1.122288 2.896238 0.13 -0.09 -0.32
H 3.243426 -2.145087 1.457534 -0.13 0.16 0.22
H 4.362851 -0.016150 1.049867 -0.07 0.01 -0.02
H 2.924093 -0.049392 0.001313 0.21 0.00 0.11
H 2.915910 1.215457 2.816987 0.15 0.07 -0.35
H 3.218765 2.134253 1.295842 -0.13 -0.14 0.24
H -1.391040 -2.177126 1.432461 -0.35 0.28 0.03
H -3.855363 -2.182528 1.346001 0.10 0.37 0.02
C -4.385760 0.732732 7.465638 -0.14 0.09 -0.05
N -3.811521 -0.513294 7.904703 0.33 0.06 0.50
C -4.756843 -1.448625 8.509295 -0.06 -0.04 -0.51
C -4.007181 -2.786512 8.522022 -0.08 0.02 0.22
C -2.856956 -2.636098 7.510169 0.19 0.15 -0.10
C -2.998832 -1.212500 6.922818 -0.55 -0.05 0.03
C -1.681936 -0.518209 6.634792 0.16 -0.48 -0.35
C -0.955178 0.123182 7.643046 0.17 0.07 -0.36
C 0.282503 0.683757 7.321497 0.04 -0.13 -0.71
C 0.742138 0.558483 5.995969 -0.39 0.04 0.66
N 0.058584 -0.076477 5.043596 0.33 -0.11 -0.49
C -1.113545 -0.622583 5.347384 -0.35 0.36 1.16
H -3.594433 1.423388 7.153871 -0.15 -0.04 0.10
H -5.078462 0.599660 6.611526 0.06 -0.01 0.09
H -4.953084 1.180837 8.291086 0.18 -0.01 -0.21
H -5.073681 -1.111921 9.507324 0.17 -0.04 -0.30
H -5.671397 -1.542988 7.888931 0.14 0.09 0.10
H -3.605143 -2.974370 9.522382 -0.12 -0.13 -0.20
H -4.677595 -3.601819 8.239778 0.12 0.04 0.22
H -1.890638 -2.754903 8.012462 -0.13 0.01 -0.20
H -2.923710 -3.358111 6.691960 0.14 -0.05 0.21
H -3.557736 -1.305318 5.964689 0.14 0.11 0.08
H -1.371259 0.169936 8.651366 0.10 0.05 -0.31
H 0.895899 1.217003 8.047176 -0.23 -0.20 -0.11
H 1.700069 0.982005 5.690629 -0.20 -0.03 0.17
H -1.648829 -1.171504 4.565177 0.17 0.25 0.13

=====

2.
13
Properties=species:S:1:pos:R:3:forces:R:3 method="wB97M-V/def2-TZVPD" homo_ev=-9.34 lumo_energy_ev=0.7 homo_lumo_gap_ha=0.368 energy_ev=-9023.513 e_above_lowest_kcal_mol=63.6
C -0.033430 2.197920 0.274238 -1.13 0.05 0.11
C -0.137586 0.718513 0.351004 0.76 -1.48 0.14
C 0.052873 -0.295025 -0.508220 -0.34 4.40 1.31
C 0.214418 -1.529472 0.150566 1.43 -6.60 -0.33
H 0.357246 2.596747 1.306205 -0.91 -0.48 -2.21
H -1.208929 2.374112 0.126548 2.68 0.95 0.18
H 0.645576 2.485729 -0.611577 -1.42 -0.01 1.42
H -0.283276 0.190063 1.291921 -0.48 1.27 0.34
H 0.058739 -1.706886 1.254090 -0.07 1.29 -1.26
H 1.286664 -1.866173 -0.009589 -0.79 0.36 0.10
H -0.803134 -2.412814 -1.450447 0.94 -1.36 4.53
O -0.582540 -2.692377 -0.387731 -0.53 2.52 -4.39
F 0.433379 -0.060339 -1.787007 -0.15 -0.91 0.06

=====

3.
33
Properties=species:S:1:pos:R:3:forces:R:3 method="wB97M-V/def2-TZVPD" homo_ev="-16.16 / -16.11" lumo_energy_ev="-12.1 / -12.3" homo_lumo_gap_ha="0.149 / 0.141" energy_ev=-46506.579 charge=+2 s_squared=6.008 spin_multiplicity=5
V 1.012220 1.364034 2.946720 0.75 -0.90 -2.02
C 1.038523 -0.682349 -0.398744 0.69 -0.15 0.57
C -0.140668 0.379898 -0.355260 0.91 0.84 0.39
O -0.275654 0.954072 0.909240 1.05 -0.96 0.04
H 1.270280 -0.842161 -1.451765 -0.12 0.44 -0.21
H 0.903547 -1.681019 0.016624 -0.79 0.23 0.37
H 1.882451 -0.214439 0.108164 0.06 -0.11 -0.35
H -0.974851 -0.207289 -0.739277 -0.72 -0.13 0.51
H 0.071365 1.159944 -1.086464 -0.13 -0.02 -0.14
O -3.197129 -0.178631 1.547098 0.18 -0.14 0.06
H -3.221448 0.421346 2.292537 -0.33 0.13 0.30
H -2.370929 0.019665 1.106301 0.00 -0.04 -0.19
O -2.385262 -2.097314 -2.078123 -0.36 0.25 0.24
H -1.795266 -2.466551 -2.735232 0.34 -0.31 -0.31
H -1.817148 -1.574750 -1.512073 -0.01 -0.25 0.07
O 2.983571 2.250506 -0.176484 0.40 -1.02 0.78
H 3.105204 2.163457 -1.121921 0.32 0.06 -0.46
H 2.072336 2.525859 -0.076099 -0.28 0.89 -0.39
O 0.582965 3.701762 -0.223735 0.48 -0.43 0.04
H 0.258903 2.806753 -0.122887 -0.76 -0.05 -0.08
H 0.640719 4.038263 0.670510 -0.17 0.71 0.19
O -2.928116 2.789435 -0.012836 0.31 0.02 -0.19
H -3.504168 2.755201 0.750848 -0.46 0.00 0.13
H -2.090316 2.451091 0.303154 0.12 0.03 0.05
O 0.439045 -3.444561 -2.575442 -0.13 0.53 -0.14
H 0.564331 -4.389870 -2.492126 0.00 -0.37 -0.06
H 0.856687 -3.077530 -1.796274 0.07 -0.23 0.20
O -0.802779 -3.612216 0.683358 0.42 0.49 0.00
H -0.731658 -4.061219 1.525723 0.01 -0.21 0.22
H -1.582884 -3.988587 0.275904 -0.33 -0.06 -0.31
O 3.030190 0.839533 2.100100 -2.03 -0.06 1.86
H 3.226550 1.011383 1.179150 -0.01 0.86 -1.80
H 3.879390 0.886286 2.539312 0.55 -0.02 0.64

=====

4.
6
Properties=species:S:1:pos:R:3:forces:R:3 method="wB97M-V/def2-TZVPD" homo_ev=-11.24 lumo_energy_ev=0.7 homo_lumo_gap_ha=0.437 energy_ev=-4159.670 e_above_lowest_kcal_mol=6.2 smiles=O.O
H -0.661321 -0.250415 -0.326260 -0.22 0.93 0.14
H -2.050378 0.566731 0.087652 0.68 0.71 0.00
H 1.457777 -0.699166 0.581389 0.08 0.48 -0.50
H 1.382918 0.793612 0.055610 0.33 -2.19 -0.53
O -1.612918 -0.239124 -0.157212 -0.39 -1.65 -0.20
O 1.483921 -0.171636 -0.241180 -0.49 1.72 1.08

=====

5.
19
Properties=species:S:1:pos:R:3:forces:R:3 method="wB97M-V/def2-TZVPD" homo_ev=-8.62 lumo_energy_ev=0.8 homo_lumo_gap_ha=0.346 energy_ev=-10380.396 e_above_lowest_kcal_mol=26.6 smiles=NC[C@H](N)CO.O
N -0.747001 -1.974912 -0.637318 -0.74 -0.12 -0.10
C -0.445241 -0.659713 -0.092524 1.79 -1.40 0.88
C 1.010102 -0.243040 -0.378063 -0.46 0.94 0.46
O 1.204393 -0.008366 -1.745755 0.52 -0.37 -0.47
C -0.599752 -0.757418 1.451748 -0.92 1.61 -1.14
N -0.397917 0.598682 2.018171 -0.03 -0.04 -0.37
H -0.070447 -2.678053 -0.379475 0.20 0.06 0.05
H -0.815612 -1.963832 -1.642851 0.13 0.07 -0.12
H -1.138538 0.049185 -0.544374 0.05 0.16 0.27
H 1.752492 -0.949029 0.001677 -0.28 -0.68 -0.40
H 1.258491 0.632894 0.232394 -0.10 0.13 -0.30
H 0.908096 0.883216 -1.946090 -0.12 0.22 0.23
H 0.085190 -1.492345 1.870527 -0.09 -0.04 0.02
H -1.649847 -1.030484 1.573426 0.22 -0.49 0.50
H -1.279513 1.020554 2.268175 0.14 -0.04 0.33
H 0.276119 0.680546 2.761721 -0.16 -0.15 0.15
H 0.010875 2.122634 0.245689 -0.86 0.29 0.14
H -0.739954 2.961313 -0.949736 -0.92 0.44 0.55
O -0.009775 2.438599 -0.666237 1.61 -0.58 -0.69

=====

6.
67
Properties=species:S:1:pos:R:3:forces:R:3 method="wB97M-V/def2-TZVPD" homo_ev=-6.06 lumo_energy_ev=-2.4 homo_lumo_gap_ha=0.136 energy_ev=-50202.293
C -3.043987 2.458069 2.680201 -0.16 0.10 0.25
C -1.583637 2.820289 2.644350 -0.54 -0.02 -0.21
O -0.807365 1.617713 2.687368 0.37 0.55 0.12
C 0.520392 1.965709 2.744789 0.32 0.68 -0.13
C 1.380692 0.819285 2.755920 -1.13 0.01 -0.46
C 2.762632 0.914132 2.935102 1.98 -0.03 0.29
C 3.455665 2.159074 3.105582 0.09 -0.46 -0.14
C 4.837013 2.183027 3.251173 -0.73 -1.58 -0.29
Cl 5.630621 3.691395 3.408001 0.36 0.53 0.10
C 5.588735 0.992236 3.229885 -0.33 0.27 -0.07
C 4.923158 -0.233606 3.091727 0.09 0.22 0.03
C 3.546062 -0.283889 2.965048 -0.39 0.67 -0.09
O 0.841187 3.161324 2.773525 -0.18 -1.34 -0.08
H -3.603436 3.341900 2.370202 -0.19 -0.10 0.01
H -3.290539 1.622747 2.022597 0.03 0.09 -0.04
H -3.339588 2.216247 3.705754 -0.09 -0.13 -0.18
H -1.326966 3.362560 1.721731 -0.06 -0.05 0.37
H -1.335726 3.441758 3.513240 0.04 -0.02 -0.37
H 0.896253 -0.146295 2.779485 0.05 0.09 0.27
H 2.885059 3.079488 3.103565 0.15 -0.17 0.00
H 6.668368 1.054351 3.300606 -0.09 -0.11 0.05
H 5.493576 -1.161713 3.074646 -0.05 0.24 0.05
H 3.006369 -1.228143 2.881252 0.29 0.09 0.01
C -7.738045 -0.317277 -1.380425 0.33 -0.01 0.00
N -6.883835 -1.444445 -1.071251 -1.14 -0.26 0.41
C -7.292597 -2.695947 -1.672170 0.35 0.12 -0.01
C -5.576179 -1.261596 -0.616051 1.07 0.28 0.30
C -5.286680 -1.311948 0.770576 -0.43 0.00 -0.80
C -3.992118 -1.161082 1.224792 0.81 0.06 -0.18
C -2.913501 -0.943575 0.317829 -1.60 0.15 -0.60
C -1.568341 -0.850386 0.774720 1.50 0.19 -0.30
C -0.492467 -0.561423 -0.062653 -1.01 0.27 0.40
C 0.832968 -0.849749 0.244536 0.13 0.32 0.87
C 1.903756 -0.704672 -0.694222 0.84 0.38 -0.61
C 3.073692 -1.495224 -0.553696 -0.66 0.07 0.37
C 4.069372 -1.477528 -1.504942 0.19 0.61 -0.83
C 3.964596 -0.624061 -2.630929 -0.66 0.10 0.77
N 5.031421 -0.536068 -3.534751 0.89 -0.72 -0.32
C 4.877333 -0.986092 -4.903437 -0.32 0.15 0.21
C 6.023966 0.506606 -3.361584 -0.26 0.01 0.13
C 2.815869 0.185211 -2.779906 0.22 -0.21 0.30
C 1.826075 0.181544 -1.809413 -0.10 -0.58 0.16
C -3.226823 -0.857902 -1.071566 0.09 -0.06 0.57
C -4.523980 -1.016596 -1.523802 -0.26 -0.04 0.41
H -7.421706 0.554815 -0.796928 -0.15 -0.15 -0.14
H -7.709523 -0.059337 -2.452504 -0.04 0.09 0.10
H -8.773514 -0.574264 -1.120649 0.13 0.16 -0.03
H -6.674033 -3.510377 -1.275682 -0.22 0.13 -0.13
H -8.345322 -2.881526 -1.420869 0.19 -0.09 -0.07
H -7.197461 -2.677934 -2.770966 -0.04 -0.13 0.07
H -6.122802 -1.478844 1.454686 0.34 0.03 -0.18
H -3.780078 -1.218014 2.297151 -0.03 0.04 -0.37
H -1.371722 -1.064351 1.828309 0.00 -0.12 -0.30
H -0.701773 -0.097906 -1.035869 0.10 -0.47 0.41
H 1.043002 -1.389930 1.171022 -0.05 0.03 -0.45
H 3.155293 -2.154609 0.314329 -0.03 0.18 -0.28
H 4.953007 -2.111170 -1.423543 -0.21 0.23 0.04
H 4.165405 -1.819645 -4.937263 0.20 0.18 -0.07
H 4.517218 -0.180827 -5.565353 0.01 -0.12 -0.08
H 5.851200 -1.328061 -5.278137 -0.22 0.03 0.01
H 6.099224 0.769088 -2.299324 0.06 -0.03 -0.28
H 6.994825 0.138614 -3.718064 -0.11 0.15 0.11
H 5.762042 1.412031 -3.937146 0.11 -0.02 0.14
H 2.741490 0.830228 -3.659267 0.03 -0.11 0.36
H 0.971555 0.854404 -1.898493 0.26 -0.20 -0.02
H -2.430363 -0.685679 -1.794047 -0.24 -0.11 0.17
H -4.754999 -0.952146 -2.588811 0.09 -0.05 0.29

=====

Number 1: maximum force 1.27 eV/A, M 357.568 g mol⁻¹. Number 2: maximum force 6.76 eV/A, M 90.097 g mol⁻¹. Number 3: maximum force 2.76 eV/A, M 240.125 g mol⁻¹. Number 4: maximum force 2.27 eV/A, M 36.030 g mol⁻¹. Number 5: maximum force 2.43 eV/A, M 108.141 g mol⁻¹. Number 6: maximum force 2.00 eV/A, M 477.048 g mol⁻¹.